(1)
This record from the OMol25 dataset describes an isolated molecule of C9H9BrClN3 at a distorted geometry. The level of theory is wB97M-V/def2-TZVPD.

Lowest unoccupied orbital energy ... -0.18 eV
Energy above the lowest of the compared OMol25 structures with the same formula, charge and spin ... 0.000 eV
Charge ... 0
Structure (SMILES) ... Cl[C@@H]1C=CC=C(n2cncn2)[C@@H]1CBr
M ... 274.5 g/mol
Multiplicity ... 1
Kohn-Sham gap ... 8.63 eV

Geometry as XYZ:
```
23
Properties=species:S:1:pos:R:3:forces:R:3:lowdin_charge:R:1
Cl -3.192 -1.685 -0.068 -0.062 0.637 0.453 0.608
C 0.394 0.305 0.134 -0.830 0.909 0.760 -0.136
H -0.770 -1.823 -1.536 -0.521 0.288 -1.183 0.036
C -0.643 -0.835 0.357 0.409 0.869 0.982 -0.396
Br -0.613 -3.709 -0.028 0.539 -0.015 -0.013 0.624
H 3.398 -0.995 3.092 0.667 -1.891 2.402 0.074
C 2.772 0.836 0.756 1.129 -0.243 0.293 -0.137
C -1.020 1.283 -1.507 -0.490 0.888 -2.232 -0.136
C 0.157 1.322 -0.728 2.365 0.150 1.110 -0.035
H -0.737 -1.190 1.390 1.229 -0.120 -0.186 0.127
H 0.887 2.153 -0.961 -0.688 -1.225 0.651 0.135
H -0.990 1.887 -2.468 -0.361 -0.871 1.308 0.135
C -2.030 0.486 -1.204 -0.790 -0.575 0.013 -0.126
H 0.871 -1.771 -0.838 -1.147 -0.656 0.201 0.098
C -2.027 -0.318 0.141 -1.868 2.606 -2.653 -0.605
C -0.230 -1.894 -0.637 1.619 -0.686 0.840 -0.574
N 3.632 0.347 1.605 0.381 0.394 0.462 0.075
H 3.200 1.603 0.150 -1.089 0.419 -1.065 0.122
C 2.923 -0.533 2.332 -1.756 1.460 -2.841 -0.173
N 1.574 0.217 0.916 0.095 1.170 -1.535 -0.079
H -2.466 0.480 0.849 0.971 -1.799 -0.315 0.153
H -2.817 0.403 -1.952 -0.254 -0.185 0.589 0.101
N 1.669 -0.641 1.905 0.452 -1.526 1.957 0.111
```
Positions in Å, forces in eV/Å.

(2)
This record from the OMol25 dataset describes an isolated molecule of C9H9BrClNO2 at a distorted geometry. The level of theory is wB97M-V/def2-TZVPD.

Lowest unoccupied orbital energy ... -0.40 eV
Energy above the lowest of the compared OMol25 structures with the same formula, charge and spin ... 0.000 eV
Charge ... 0
Structure (SMILES) ... C[C@@](Br)([C@@H](Cl)c1ccccc1)[N+](=O)[O-]
M ... 278.5 g/mol
Multiplicity ... 1
Kohn-Sham gap ... 9.36 eV

Geometry as XYZ:
```
23
Properties=species:S:1:pos:R:3:forces:R:3:lowdin_charge:R:1
O 1.707 2.287 0.786 -0.690 1.669 2.009 0.108
H -3.639 0.413 -0.591 1.043 0.463 -0.613 0.124
C -1.813 0.707 -1.793 0.965 0.448 -1.059 -0.067
Br 4.355 -0.100 -0.065 -0.137 0.435 0.001 0.787
H 2.099 -0.053 -1.730 -0.367 -1.180 -0.650 0.099
C 2.432 0.288 0.187 1.554 -2.830 0.477 -0.790
C -1.981 -0.456 0.266 0.518 -1.719 4.227 -0.101
H 0.063 0.894 -2.577 1.163 -0.092 -0.882 0.106
H 1.806 -1.136 1.769 0.522 0.257 -0.819 0.083
C 2.038 -0.077 1.570 -2.522 -0.087 1.040 -0.134
N 2.228 1.709 -0.113 -1.290 0.503 0.678 -0.430
C -0.454 0.379 -1.817 -1.131 0.973 0.067 -0.048
H -0.289 -1.576 0.948 0.238 0.597 0.314 0.103
H -2.153 1.304 -2.650 -0.371 -0.330 0.691 0.120
C -0.629 -0.760 0.319 -0.348 -0.518 -2.813 -0.059
Cl 2.045 -2.260 -0.658 0.105 -0.207 -0.382 0.693
C 1.678 -0.551 -0.846 -1.185 1.378 -0.755 -0.668
C -2.533 0.307 -0.722 -3.422 -0.243 0.576 -0.119
H 2.614 0.224 2.396 1.355 0.734 0.538 0.073
H -2.550 -0.856 1.238 0.689 1.084 -2.613 0.153
H 1.074 0.437 1.743 0.380 -0.372 0.001 0.094
O 2.402 2.216 -1.174 1.143 -0.392 -2.210 0.101
C 0.129 -0.340 -0.826 1.788 -0.570 2.179 -0.226
```
Positions in Å, forces in eV/Å.

(3)
This record from the OMol25 dataset describes a structure of composition C9H9Cl3F3O9Pd at a distorted geometry. The level of theory is wB97M-V/def2-TZVPD.

Lowest unoccupied orbital energy (spin up / spin down) ... 2.46 / 2.46 eV
Energy above the lowest of the compared OMol25 structures with the same formula, charge and spin ... 0.000 eV
Charge ... -1
⟨S²⟩ ... 2.01
M ... 530.9 g/mol
Multiplicity ... 3
Kohn-Sham gap (spin up / spin down) ... 7.11 / 7.31 eV

Geometry as XYZ:
```
34
Properties=species:S:1:pos:R:3:forces:R:3:lowdin_charge:R:1
Cl -5.019 -22.026 11.293 -0.298 -0.462 -0.778 -0.398
H -10.324 -21.677 12.862 0.425 -0.032 -0.102 0.141
C -7.234 -23.049 5.918 1.224 1.097 0.880 -0.570
O -6.960 -25.649 11.204 -0.332 -0.362 0.383 0.082
C -10.320 -21.434 11.797 -1.638 -1.009 -0.197 -0.084
H -10.338 -19.342 11.211 0.454 0.053 -0.497 0.163
C -6.768 -26.818 12.011 0.369 0.477 -0.223 -0.036
Pd -5.531 -22.700 8.832 1.149 1.801 0.478 0.464
O -9.655 -22.396 11.011 0.312 -0.490 0.291 0.081
H -6.634 -21.582 3.280 0.170 0.277 0.616 0.138
H -6.715 -23.266 2.982 0.188 -0.391 0.491 0.139
Cl -5.845 -20.363 7.697 -0.008 -0.661 0.294 -0.341
O -6.277 -24.989 9.198 0.511 -0.643 -0.197 0.105
C -6.927 -22.517 3.753 -0.518 -0.384 -1.159 -0.069
O -8.642 -20.474 10.561 -1.087 0.555 -0.015 0.144
C -8.659 -21.815 10.319 0.396 0.432 0.795 -0.549
O -6.950 -23.205 7.059 -0.802 -1.001 -0.256 0.045
H -8.828 -21.528 3.981 -0.381 -0.283 0.193 0.167
O -6.084 -27.150 9.844 0.457 -0.798 0.134 0.144
C -6.481 -27.899 10.971 -0.042 0.382 -0.513 -0.271
Cl -3.062 -22.945 8.165 -1.029 -0.214 0.133 -0.441
C -8.413 -22.536 4.074 -0.315 0.473 0.497 -0.293
F -7.649 -28.566 10.650 0.018 0.147 0.102 0.034
C -6.388 -25.845 10.013 -1.016 0.964 -0.061 -0.536
F -9.182 -23.385 3.327 0.396 0.044 -0.192 0.052
H -5.753 -28.684 11.172 0.138 0.334 0.157 0.165
C -9.644 -20.135 11.498 1.245 0.213 0.397 -0.280
F -8.983 -19.666 12.623 -0.374 -0.068 -0.187 0.037
H -11.360 -21.520 11.449 0.102 0.669 0.251 0.137
H -5.933 -26.515 12.644 0.058 -0.796 0.252 0.147
O -8.473 -22.984 5.412 -0.667 0.124 -0.447 0.156
O -7.890 -22.398 9.656 0.239 -0.457 -0.750 0.094
O -6.320 -22.749 4.996 0.689 -0.222 -0.776 0.096
H -7.659 -27.072 12.578 -0.034 0.227 0.004 0.137
```
Positions in Å, forces in eV/Å.

(4)
This record from the OMol25 dataset describes an isolated molecule of C9H9ClN2Se at a distorted geometry. The level of theory is wB97M-V/def2-TZVPD.

Lowest unoccupied orbital energy ... 0.10 eV
Energy above the lowest of the compared OMol25 structures with the same formula, charge and spin ... 0.315 eV
Charge ... 0
M ... 259.6 g/mol
Multiplicity ... 1
Kohn-Sham gap ... 7.80 eV

Geometry as XYZ:
```
22
Properties=species:S:1:pos:R:3:forces:R:3:lowdin_charge:R:1
Cl -5.531 0.682 0.421 -1.314 0.086 0.561 0.700
H 4.288 -1.549 -0.658 -0.967 0.733 -0.723 0.107
C 3.380 -1.205 -0.102 0.147 -3.506 0.687 -0.420
H -1.368 2.301 -1.120 0.871 0.513 -0.326 0.097
C -1.152 0.215 -0.398 -1.145 1.781 -1.334 -0.197
H 0.420 1.484 -0.630 1.203 1.023 -0.160 0.085
C 0.265 0.438 -0.604 1.609 -2.038 0.291 -0.127
C -3.195 1.574 -0.503 0.092 -2.670 1.713 -0.090
C -1.840 1.455 -0.696 -1.352 -1.747 0.563 -0.037
H -3.788 2.400 -0.754 -0.416 1.257 -0.397 0.080
N 2.487 -0.251 -0.689 1.166 0.955 -1.201 -0.429
H -1.374 -1.783 0.284 0.353 -0.704 -0.086 0.100
C 4.006 -0.467 1.079 -0.588 0.054 1.492 -0.417
C -3.871 0.505 0.182 1.974 -0.353 -1.635 -0.708
H 5.054 -0.781 1.298 -0.729 0.634 -0.383 0.072
H 3.425 -0.427 2.069 0.658 -0.076 -1.604 0.082
N 1.185 -0.473 -0.623 -1.229 0.562 0.879 0.033
C -1.880 -0.892 0.001 -0.955 1.178 1.382 -0.018
H -3.727 -1.491 1.015 -0.023 0.055 -0.537 0.105
Se 3.643 1.143 -0.026 -0.439 0.759 0.496 0.949
H 2.811 -2.153 0.045 0.311 0.539 0.532 0.118
C -3.238 -0.726 0.411 0.771 0.962 -0.211 -0.086
```
Positions in Å, forces in eV/Å.

(5)
This record from the OMol25 dataset describes a structure of composition C9H9CoI2NO4PmS2 at a distorted geometry. The level of theory is wB97M-V/def2-TZVPD.

Lowest unoccupied orbital energy (spin up / spin down) ... -15.96 / -18.53 eV
Charge ... +4
⟨S²⟩ ... 20.04
M ... 717.0 g/mol
Multiplicity ... 9
Kohn-Sham gap (spin up / spin down) ... 8.01 / 5.17 eV

Geometry as XYZ:
```
29
Properties=species:S:1:pos:R:3:forces:R:3:lowdin_charge:R:1
Pm -2.299 0.619 -0.890 -0.131 -0.697 -0.162 0.826
H 2.888 -1.077 -0.692 0.523 0.284 0.249 0.075
H 3.879 0.422 -0.965 -0.101 -0.103 0.096 0.143
I -2.991 2.340 -3.171 -0.422 0.862 -1.119 0.732
H 1.051 1.199 1.544 0.000 0.403 0.224 0.073
C -3.885 -2.120 1.009 -2.728 -2.114 -0.256 -0.639
C 1.920 0.733 1.088 -0.873 -0.348 0.679 -0.052
C 1.820 0.771 -0.407 1.945 0.606 0.222 -0.790
H 1.907 -0.287 1.450 0.451 -0.213 0.212 0.079
S 0.237 -0.157 -0.844 -0.833 -0.549 0.139 0.682
C 1.751 2.191 -0.952 -1.216 -0.101 -0.604 -0.042
C -3.682 1.568 0.929 -4.238 3.213 5.319 -0.124
O -1.621 -4.664 1.086 2.370 4.644 -3.622 0.311
I -1.583 -2.513 -2.302 -0.171 0.164 -0.635 1.077
H 1.537 2.200 -2.023 0.337 -0.007 -0.106 0.105
H 0.942 2.763 -0.489 0.253 0.102 0.225 0.065
C -1.203 -3.742 0.499 -3.386 -6.779 4.812 -0.184
H 2.699 2.717 -0.786 -0.079 -0.268 0.105 0.145
H 2.670 -0.182 -2.133 0.333 0.350 -0.275 0.103
Co -0.671 -2.143 0.031 -2.233 3.110 -1.379 -0.297
H 2.816 1.246 1.451 0.036 -0.048 -0.213 0.151
C -1.346 2.497 0.809 1.977 3.502 4.483 -0.021
C 2.901 -0.052 -1.076 -0.392 -0.861 -0.613 -0.055
O -4.236 2.073 1.816 2.729 -2.625 -4.415 0.243
O 1.991 -2.904 0.730 -5.497 1.043 -1.631 0.301
N -4.863 -2.784 0.872 2.822 2.021 0.255 0.253
C 0.900 -2.646 0.408 9.604 -2.284 2.651 -0.131
S -2.480 -1.251 1.307 0.358 -0.039 -0.193 0.746
O -1.051 3.181 1.700 -1.437 -3.269 -4.449 0.227
```
Positions in Å, forces in eV/Å.

(6)
This record from the OMol25 dataset describes the ion C9H9F3N3 with charge +1 at a distorted geometry. The level of theory is wB97M-V/def2-TZVPD.

Lowest unoccupied orbital energy (spin up / spin down) ... -3.77 / -6.89 eV
Charge ... +1
⟨S²⟩ ... 2.03
M ... 216.2 g/mol
Multiplicity ... 3
Kohn-Sham gap (spin up / spin down) ... 6.00 / 6.52 eV

Geometry as XYZ:
```
24
Properties=species:S:1:pos:R:3:forces:R:3:lowdin_charge:R:1
H 1.447 -2.332 -1.656 0.572 1.001 1.635 0.174
H 3.837 -1.357 1.663 -0.060 -0.115 0.400 0.149
C -2.621 -0.056 0.671 -1.040 -4.647 1.242 -0.040
C 1.243 -0.300 -0.917 -2.447 1.527 -0.218 0.046
H -0.302 3.229 0.343 0.004 1.944 0.910 0.110
H 0.555 0.087 -1.772 1.305 -1.048 1.682 0.168
N -2.231 1.014 0.197 1.921 3.642 -2.425 0.097
N 2.582 -1.892 0.161 -1.013 -4.069 -2.299 0.070
C 1.676 -1.579 -0.824 0.670 -0.673 -1.436 -0.036
C 2.972 -1.057 1.099 1.259 0.387 -0.088 -0.069
H 0.277 2.746 -1.238 -0.746 -0.672 0.742 0.159
H 3.053 0.920 1.733 -1.129 -0.329 -0.018 0.149
H -2.197 2.819 -0.887 0.564 -1.486 0.193 0.156
C -3.201 -1.158 -0.159 1.837 -0.888 -2.603 -0.559
C 1.415 0.563 0.250 1.347 -0.855 -1.318 -0.238
H -2.732 -0.239 1.708 0.448 -0.086 1.103 0.129
C 2.466 0.191 1.145 0.589 1.179 0.425 0.049
C -1.654 1.963 -0.357 0.194 1.348 -0.502 -0.031
F -2.579 -2.448 -0.076 -0.232 2.430 0.280 0.050
C -0.113 2.376 -0.233 -2.118 2.105 -3.569 -0.205
N 0.716 1.626 0.452 1.191 -2.093 3.007 0.156
H 2.958 -2.892 0.060 -0.535 2.140 0.738 0.220
F -3.153 -0.850 -1.516 0.228 -0.149 1.423 0.089
F -4.413 -1.375 0.151 -2.809 -0.595 0.696 0.210
```
Positions in Å, forces in eV/Å.

(7)
This record from the OMol25 dataset describes an isolated molecule of C9H9N at a distorted geometry. The level of theory is wB97M-V/def2-TZVPD.

Lowest unoccupied orbital energy ... 0.67 eV
Energy above the lowest of the compared OMol25 structures with the same formula, charge and spin ... 5.610 eV
Charge ... 0
Structure (SMILES) ... c1ccc2c(c1)C[C@@H]1N[C@H]21
M ... 131.2 g/mol
Multiplicity ... 1
Kohn-Sham gap ... 9.11 eV

Geometry as XYZ:
```
19
Properties=species:S:1:pos:R:3:forces:R:3:lowdin_charge:R:1
C -0.244 -0.532 -1.882 1.418 -0.400 1.176 -0.057
C -2.062 -0.538 1.651 -0.532 0.024 -2.724 -0.109
H 0.053 -1.832 -1.916 -0.823 4.200 0.105 0.175
H -1.049 -0.339 -2.675 1.356 -0.123 1.218 0.093
H -0.590 -0.199 3.547 -2.686 0.311 -3.024 0.154
C 0.167 0.555 1.774 1.531 -0.179 0.122 -0.053
H -2.354 -1.406 -0.418 -0.581 1.518 0.819 0.116
H 2.403 -1.377 -0.845 -1.522 4.434 -1.328 0.194
C 0.431 0.597 0.326 -5.510 -3.385 2.328 -0.152
H 1.949 1.796 -0.124 0.981 0.033 -1.642 0.140
C -0.987 -0.038 2.367 2.484 0.156 2.566 -0.150
C 1.170 0.375 -1.971 -0.630 -0.870 1.370 -0.239
C -0.668 -0.098 -0.357 -0.626 -0.894 -0.803 -0.155
N 2.314 -0.250 -1.235 0.049 -0.483 0.804 0.000
C 1.493 0.916 -0.594 0.974 -2.152 1.153 -0.251
C -1.941 -0.563 0.209 4.313 -0.582 0.116 -0.050
H 0.877 0.767 2.693 -0.654 0.206 -2.833 0.120
H 1.405 1.213 -2.669 -0.173 -1.698 -0.570 0.131
H -3.049 -0.917 1.916 0.632 -0.115 1.149 0.093
```
Positions in Å, forces in eV/Å.

(8)
This record from the OMol25 dataset describes a cluster of 2 separate species, C9H9N2O2 in total at a distorted geometry. The level of theory is wB97M-V/def2-TZVPD.

Lowest unoccupied orbital energy (spin up / spin down) ... 3.44 / 3.45 eV
Energy above the lowest of the compared OMol25 structures with the same formula, charge and spin ... 4.199 eV
Charge ... -1
M ... 177.2 g/mol
Multiplicity ... 1
Kohn-Sham gap (spin up / spin down) ... 7.49 / 6.52 eV

Geometry as XYZ:
```
22
Properties=species:S:1:pos:R:3:forces:R:3:lowdin_charge:R:1
O 3.999 -0.566 0.855 -0.033 -1.542 1.842 -0.096
H -1.965 -2.933 -0.648 -1.511 -1.377 -0.939 0.058
H -1.550 1.853 -0.454 -0.479 1.287 0.349 0.095
H -2.447 -0.752 -1.095 -0.498 0.737 -0.808 0.088
C -1.443 -0.907 -0.776 -0.363 -0.894 0.718 -0.051
C 0.659 1.990 0.475 -0.347 -0.898 -0.695 -0.140
O 4.963 -0.182 -1.079 0.267 -0.915 0.078 -0.143
C 0.527 -0.392 0.384 0.432 -0.291 0.305 -0.234
H 1.484 2.574 0.043 -0.778 0.429 -0.244 0.100
H 1.858 -1.869 0.879 0.305 -0.693 0.577 0.094
H -0.174 1.630 -1.499 0.302 0.786 -1.188 0.104
C -0.579 0.063 -0.344 0.202 -1.141 0.669 -0.196
C 0.837 -1.734 0.586 -0.814 -0.969 -0.672 -0.004
N 3.028 0.534 -0.754 -2.675 0.873 -0.878 0.159
C -0.530 1.545 -0.505 0.989 -0.612 1.022 -0.085
N 3.945 -0.152 -0.298 2.152 1.722 -1.146 -0.690
C -0.085 -2.732 0.183 1.611 3.387 -0.948 -0.078
H 0.433 2.361 1.472 -0.753 0.729 -0.132 0.099
C 1.308 0.687 0.786 0.745 1.051 -0.806 -0.103
H 2.236 0.791 1.270 0.554 -0.856 1.091 0.077
H 0.239 -3.711 0.044 0.200 -1.857 0.575 0.070
C -1.183 -2.267 -0.529 0.492 1.043 1.230 -0.123
```
Positions in Å, forces in eV/Å.